The following is a quantum chemistry calculation of a cluster of 10 separate species, C34H96N12O10 in total, from OMol25.

Calculated values
E_HOMO: -8.8 eV
HOMO-LUMO gap: 9.10 eV
LUMO level: 0.32 eV
ΔE to the lowest compared entry with this formula, charge and spin: 6.772 eV

Geometry (Å):
C1 3.26391 1.75514 -7.73883
O1 2.75627 2.71440 -6.77817
C2 3.50549 2.92646 -5.59878
C3 2.96590 4.08543 -4.77980
C4 3.29190 5.51452 -5.23662
N1 3.56392 3.93221 -3.49595
H1 2.47133 1.64320 -8.47868
H2 3.44095 0.80586 -7.23321
H3 4.11026 2.08117 -8.34340
H4 3.57088 1.99241 -5.04078
H5 4.48172 3.31370 -5.89054
H6 1.88336 3.97184 -4.72238
H7 4.36041 5.66781 -5.38791
H8 2.89760 6.34466 -4.65054
H9 2.88957 5.70008 -6.23250
H10 4.52461 4.18598 -3.67702
H11 3.13974 4.58493 -2.85243
C5 -0.27448 -8.46877 -7.48169
O2 0.65623 -7.40813 -7.53485
C6 1.50583 -7.08212 -6.43751
C7 0.67942 -6.50230 -5.26992
C8 -0.12452 -5.25968 -5.67069
N2 1.44562 -6.24415 -4.11840
H12 -0.37246 -8.87543 -8.48822
H13 -1.31485 -8.24322 -7.24743
H14 0.05916 -9.31879 -6.88652
H15 2.17214 -7.86137 -6.06749
H16 2.05493 -6.21638 -6.80778
H17 -0.06353 -7.22949 -4.94236
H18 -0.90298 -5.45324 -6.40868
H19 0.45988 -4.36541 -5.88723
H20 -0.67754 -4.90079 -4.80268
H21 0.90726 -5.76043 -3.41393
H22 1.65606 -7.07447 -3.58328
C9 13.15550 7.46279 -1.08484
O3 12.77295 6.24846 -1.59907
C10 12.15700 5.24911 -0.75580
C11 10.61343 5.59942 -0.43752
C12 9.80906 4.56200 0.33423
N3 9.92372 5.70736 -1.68286
H23 14.03040 7.77491 -1.65514
H24 13.30700 7.46142 -0.00543
H25 12.36625 8.17149 -1.33574
H26 12.21055 4.28294 -1.25756
H27 12.72172 5.21526 0.17588
H28 10.65090 6.57079 0.05554
H29 10.07538 4.52700 1.39062
H30 10.00684 3.65566 -0.23806
H31 8.75617 4.84348 0.35170
H32 10.48069 6.39821 -2.16517
H33 10.02288 4.85388 -2.21376
C13 -10.09265 -1.81925 -7.36563
O4 -10.09880 -0.49201 -6.90251
C14 -8.90206 0.13955 -6.50472
C15 -8.29882 -0.51582 -5.20391
C16 -9.13330 -0.12774 -3.92653
N4 -7.02346 0.20353 -4.90018
H34 -9.19601 -2.09396 -7.92121
H35 -10.98377 -1.95997 -7.97736
H36 -10.19306 -2.47091 -6.49766
H37 -8.21147 0.16135 -7.34777
H38 -9.11561 1.17487 -6.23900
H39 -8.20947 -1.59898 -5.28683
H40 -9.27782 0.95086 -3.98849
H41 -8.67796 -0.22274 -2.94077
H42 -10.08537 -0.65818 -3.90913
H43 -7.03987 1.16669 -4.59660
H44 -6.56540 -0.25743 -4.12702
C17 -8.57372 7.32539 1.76311
O5 -7.25711 7.18468 1.15447
C18 -7.03385 5.83420 0.83422
C19 -5.50086 5.59069 0.75219
C20 -4.86372 6.17646 -0.46786
N5 -5.38071 4.15398 0.67256
H45 -8.61388 6.99200 2.80009
H46 -9.34946 6.92030 1.11333
H47 -8.79652 8.38815 1.66828
H48 -7.50869 5.21558 1.59575
H49 -7.55496 5.65142 -0.10554
H50 -4.91651 5.96404 1.59316
H51 -3.81081 5.89451 -0.46509
H52 -4.94183 7.26347 -0.44815
H53 -5.38431 5.71862 -1.30897
H54 -5.76135 3.72479 1.50383
H55 -4.43934 3.78876 0.69611
C21 2.42478 -8.85493 2.00896
O6 1.45010 -9.68541 1.41963
C22 0.20645 -9.74242 2.08111
C23 -0.76387 -10.80441 1.47808
C24 -0.93104 -10.57264 0.00841
N6 -2.09222 -10.75251 1.98916
H56 2.26163 -7.81963 1.70958
H57 3.36477 -9.15184 1.54382
H58 2.49463 -8.83158 3.09647
H59 0.44241 -10.10871 3.08024
H60 -0.26964 -8.76285 2.12446
H61 -0.30939 -11.76542 1.71894
H62 -1.60256 -9.75543 -0.25491
H63 -1.26277 -11.38478 -0.63851
H64 0.05055 -10.43493 -0.44504
H65 -1.90711 -11.08155 2.92594
H66 -2.25598 -9.76250 2.10389
C25 4.47063 -0.49748 7.81844
O7 5.24967 0.66545 7.94985
C26 4.70458 1.61332 8.88780
C27 5.72367 2.72448 9.20056
C28 5.20065 3.86463 10.02561
N7 6.14016 3.27823 7.88213
H67 5.05158 -1.23063 7.25889
H68 3.59860 -0.15287 7.26263
H69 4.21743 -1.00189 8.75094
H70 3.82399 2.13876 8.51826
H71 4.52701 1.04592 9.80139
H72 6.58830 2.24354 9.65795
H73 5.06952 3.63002 11.08195
H74 4.30088 4.33024 9.62346
H75 5.97717 4.62919 10.04958
H76 6.94623 3.82668 8.14585
H77 6.49813 2.46374 7.40404
C29 -7.75983 -1.57707 4.52972
O8 -7.86626 -2.92238 4.21124
C30 -6.87225 -3.76190 4.79896
C31 -5.56484 -3.83061 3.94375
C32 -5.76057 -4.55150 2.51889
N8 -4.39665 -4.35821 4.70356
H78 -6.76389 -1.21773 4.27073
H79 -7.91565 -1.28524 5.56831
H80 -8.48163 -1.08487 3.87792
H81 -6.81564 -3.31931 5.79346
H82 -7.30985 -4.74235 4.98694
H83 -5.26601 -2.80140 3.74498
H84 -6.23195 -5.52673 2.64069
H85 -4.76701 -4.78107 2.13390
H86 -6.24816 -3.99745 1.71677
H87 -4.13651 -3.64376 5.36839
H88 -3.64635 -4.23527 4.03870
N9 1.23085 6.26570 5.84984
C33 0.94009 6.63492 4.69874
N10 0.08921 7.60529 4.84319
O9 1.52499 6.36444 3.64491
H89 0.65923 6.61907 6.60382
H90 2.03268 5.67413 6.01480
H91 -0.18123 8.04154 3.97334
H92 -0.08819 8.05667 5.72913
N11 0.80772 0.19974 -0.02935
C34 1.54485 -0.31058 0.93344
N12 2.37445 0.50466 1.48884
O10 1.43665 -1.49909 1.26368
H93 1.27267 0.96481 -0.49688
H94 0.21407 -0.41199 -0.57110
H95 2.92403 0.23837 2.29331
H96 2.38012 1.48270 1.23685

Atomic forces in eV per Å
-0.95 0.67 0.69
-0.12 -0.07 -0.96
0.39 0.65 -1.51
-1.12 0.56 -0.07
-0.31 -0.15 -2.14
0.15 -0.84 1.19
-0.20 -0.18 0.26
0.23 -0.11 -0.15
0.49 0.26 0.55
0.08 0.18 0.36
0.78 -0.61 -0.04
-0.16 -0.02 0.16
0.25 -0.14 0.38
-0.04 -0.46 0.55
-0.20 -0.05 -0.27
0.36 0.14 0.85
0.37 0.17 0.17
0.30 -0.78 -0.48
0.09 -0.13 -0.11
-1.44 1.29 0.47
-1.79 -0.55 -0.88
-0.29 0.27 0.70
1.76 0.73 1.92
0.34 0.11 -0.26
0.10 0.68 0.68
0.10 0.10 0.40
-0.03 -0.36 -0.34
0.54 -0.33 -0.08
-0.52 -0.53 -0.72
0.44 -0.03 -0.31
0.41 -0.30 -0.64
-0.21 -0.30 0.37
-0.23 0.67 -0.25
0.42 -0.55 -0.47
-0.50 0.92 -0.13
-0.77 -2.83 -0.56
-0.99 1.29 1.00
1.34 -0.70 0.02
0.92 0.63 0.54
-0.12 1.41 -0.87
0.25 0.06 0.40
0.27 -0.02 0.09
-0.06 0.53 0.35
0.11 0.13 -0.20
0.13 -0.20 0.21
-0.32 0.12 0.06
0.42 -0.58 -0.06
-0.47 -0.53 0.60
0.05 -0.12 -0.50
-0.26 0.16 -0.88
-0.01 -0.26 -0.07
0.06 0.05 0.68
-0.71 1.07 -0.15
0.21 -1.40 1.03
-0.01 3.07 1.77
-1.02 -0.37 -1.12
1.46 -1.58 -1.01
0.12 0.11 -0.14
0.14 0.10 -0.11
0.13 -0.42 -0.02
0.47 -0.24 0.15
-0.34 0.00 -0.16
0.59 0.17 -0.11
-0.50 0.05 -0.19
0.56 -0.72 -0.31
-0.30 0.26 0.12
-0.99 0.13 -0.34
0.15 -0.28 -0.07
0.92 1.34 -1.49
-1.40 0.30 1.13
0.99 0.78 0.25
-0.50 -0.54 0.11
-0.24 0.11 -0.15
-0.08 -1.48 0.24
0.03 -0.20 -0.13
0.01 -0.81 0.18
0.19 0.17 0.62
0.23 -0.38 0.18
0.31 -0.51 -0.34
-0.67 0.43 0.60
0.05 0.05 -0.25
-0.05 -0.04 -0.27
0.27 0.33 -0.39
-0.48 0.00 0.14
0.44 0.46 -0.44
0.10 0.54 -0.89
-0.26 -0.45 -0.20
0.14 -0.80 0.39
1.24 0.55 -1.87
1.47 -0.41 -2.04
0.17 -0.14 1.88
-0.15 0.28 -0.04
0.10 -0.05 0.35
-0.18 -0.63 0.16
-0.35 0.33 0.61
-0.15 0.28 0.00
-0.09 -0.21 -0.35
0.19 0.32 0.39
-0.57 -0.59 0.77
0.15 0.74 -0.02
-1.08 -0.09 0.80
-0.73 0.34 0.06
0.04 0.36 -0.61
0.60 0.94 0.92
0.88 -0.08 0.35
-0.25 -0.81 -1.50
0.29 0.28 0.73
-0.07 -0.31 1.00
-0.07 0.21 -0.29
-0.50 -0.81 0.01
-0.19 0.36 0.35
-0.42 -0.42 -0.23
-0.53 0.18 0.23
0.07 0.00 0.45
-0.33 -0.31 -0.02
-0.03 -0.20 -0.08
0.02 0.21 -0.17
0.31 0.39 -0.55
0.16 0.01 -0.59
0.46 0.62 -0.84
-0.33 -1.35 -0.45
-0.12 0.45 0.01
-0.63 0.57 -0.64
0.80 -0.07 1.62
-0.53 -0.29 -0.63
0.19 0.31 -0.12
-0.34 -0.43 0.33
0.01 0.25 0.24
1.26 -0.21 0.36
0.00 -0.16 -0.48
-0.59 0.36 -0.45
-0.24 0.08 0.08
0.21 0.07 0.03
-0.29 0.30 0.56
-0.29 0.06 0.60
0.45 -0.56 -0.24
2.84 -4.34 7.29
2.02 1.52 -5.46
-4.21 3.82 -2.14
-0.73 -0.66 0.17
0.68 -0.71 0.17
-0.32 0.03 0.17
-0.22 0.31 0.44
-0.05 0.02 -0.65
-1.29 1.83 -2.33
-1.19 -5.03 0.58
2.94 3.14 1.93
0.02 0.41 0.24
-0.66 -0.02 -0.46
0.40 0.06 0.15
-0.25 -0.17 -0.36
0.04 -0.20 0.24

Atomic partial charges in e from the Löwdin method, atoms 1 to 99: atom 1 (C): -0.08, atom 2 (O): -0.20, atom 3 (C): -0.22, atom 4 (C): -0.46, atom 5 (C): -0.07, atom 6 (N): 0.02, atom 7 (H): 0.08, atom 8 (H): 0.08, atom 9 (H): 0.08, atom 10 (H): 0.13, atom 11 (H): 0.12, atom 12 (H): 0.14, atom 13 (H): 0.08, atom 14 (H): 0.08, atom 15 (H): 0.07, atom 16 (H): 0.07, atom 17 (H): 0.08, atom 18 (C): -0.12, atom 19 (O): -0.19, atom 20 (C): -0.17, atom 21 (C): -0.48, atom 22 (C): -0.05, atom 23 (N): 0.02, atom 24 (H): 0.08, atom 25 (H): 0.08, atom 26 (H): 0.09, atom 27 (H): 0.12, atom 28 (H): 0.13, atom 29 (H): 0.13, atom 30 (H): 0.08, atom 31 (H): 0.08, atom 32 (H): 0.07, atom 33 (H): 0.07, atom 34 (H): 0.08, atom 35 (C): -0.14, atom 36 (O): -0.22, atom 37 (C): -0.14, atom 38 (C): -0.45, atom 39 (C): -0.07, atom 40 (N): 0.02, atom 41 (H): 0.09, atom 42 (H): 0.09, atom 43 (H): 0.08, atom 44 (H): 0.12, atom 45 (H): 0.11, atom 46 (H): 0.13, atom 47 (H): 0.07, atom 48 (H): 0.08, atom 49 (H): 0.08, atom 50 (H): 0.06, atom 51 (H): 0.08, atom 52 (C): -0.11, atom 53 (O): -0.20, atom 54 (C): -0.19, atom 55 (C): -0.36, atom 56 (C): -0.08, atom 57 (N): 0.00, atom 58 (H): 0.09, atom 59 (H): 0.09, atom 60 (H): 0.08, atom 61 (H): 0.12, atom 62 (H): 0.12, atom 63 (H): 0.13, atom 64 (H): 0.07, atom 65 (H): 0.07, atom 66 (H): 0.07, atom 67 (H): 0.06, atom 68 (H): 0.06, atom 69 (C): -0.09, atom 70 (O): -0.20, atom 71 (C): -0.21, atom 72 (C): -0.46, atom 73 (C): -0.07, atom 74 (N): 0.02, atom 75 (H): 0.09, atom 76 (H): 0.08, atom 77 (H): 0.08, atom 78 (H): 0.11, atom 79 (H): 0.13, atom 80 (H): 0.13, atom 81 (H): 0.08, atom 82 (H): 0.08, atom 83 (H): 0.08, atom 84 (H): 0.07, atom 85 (H): 0.07, atom 86 (C): -0.11, atom 87 (O): -0.19, atom 88 (C): -0.20, atom 89 (C): -0.47, atom 90 (C): -0.08, atom 91 (N): 0.04, atom 92 (H): 0.08, atom 93 (H): 0.09, atom 94 (H): 0.09, atom 95 (H): 0.12, atom 96 (H): 0.13, atom 97 (H): 0.14, atom 98 (H): 0.08, atom 99 (H): 0.08